{
  "formula": "C14H18Cl2N2STl",
  "method": "wB97M-V/def2-TZVPD",
  "species": ["Tl", "Cl", "Cl", "C", "H", "H", "C", "C", "H", "C", "H", "C", "H", "H", "C", "H", "H", "C", "H", "H", "H", "H", "N", "C", "N", "C", "C", "C", "C", "C", "C", "S", "H", "H", "H", "H", "H", "H"],
  "coordinates": [[-0.3901, -0.8540, 0.8895], [-1.0084, -1.1059, -1.4740], [0.4454, -2.8856, 1.8671], [-1.7208, 0.7171, 1.6428], [-2.4831, 0.9189, 0.8725], [-2.1473, 0.2317, 2.5361], [0.5518, 2.1004, -1.6306], [-0.2574, 2.6668, -0.7109], [1.5681, 1.7818, -1.3605], [-1.6615, 3.0796, -1.0140], [0.0994, 2.8245, 0.3187], [-2.2206, 2.2816, -2.2049], [-2.2890, 2.9572, -0.1255], [-1.6849, 4.1500, -1.2719], [-1.2574, 2.3608, -3.3892], [-2.3420, 1.2250, -1.9208], [-3.2006, 2.6784, -2.4963], [0.1406, 1.8136, -3.0461], [-1.6697, 1.8228, -4.2504], [-1.1541, 3.4112, -3.6849], [0.1457, 0.7251, -3.1986], [0.8741, 2.2301, -3.7499], [0.8721, 2.3092, 2.4767], [1.7793, 1.4323, 2.2110], [1.7724, 0.4456, 1.2757], [2.9624, -0.2166, 1.1184], [3.2505, -1.2090, 0.1544], [4.4756, -1.8666, 0.2008], [5.4283, -1.5420, 1.1828], [5.1712, -0.5473, 2.1307], [3.9594, 0.1336, 2.0749], [3.3764, 1.4251, 3.0790], [1.1981, 3.0089, 3.1624], [-1.1289, 1.6013, 1.9245], [2.4785, -1.4419, -0.5827], [4.6937, -2.6442, -0.5332], [6.3822, -2.0715, 1.2069], [5.8789, -0.2952, 2.9166]],
  "atomic_forces_ev_per_a": [[0.3, 1.5, 0.5], [0.1, -0.5, -0.3], [0.0, -0.2, -0.1], [-0.3, -0.4, 0.3], [0.4, -0.2, 0.4], [-0.1, 0.5, -0.3], [-0.3, 0.3, 0.7], [1.2, -0.4, -0.2], [-0.5, 0.2, 0.1], [-0.3, -0.1, -0.5], [0.0, -0.1, -0.5], [0.0, 0.0, 0.2], [0.0, 0.0, -0.1], [0.0, -0.1, 0.1], [0.2, 0.1, 0.0], [0.0, 0.3, 0.0], [0.1, -0.1, 0.0], [-0.4, -0.1, -0.2], [0.1, 0.1, 0.1], [-0.1, 0.0, 0.0], [0.1, 0.2, 0.1], [0.0, -0.1, 0.1], [0.2, 0.3, 0.2], [0.7, -0.1, -0.1], [-1.2, 0.0, -0.4], [0.6, -0.1, 0.6], [-0.3, 0.5, 0.5], [0.2, 0.3, 0.2], [0.0, -0.1, -0.1], [-0.4, 0.2, -0.2], [0.0, -0.6, -0.6], [0.0, 0.0, 0.1], [-0.2, -0.7, -0.4], [-0.1, -0.5, -0.2], [0.3, -0.1, 0.1], [0.0, 0.2, 0.2], [-0.3, 0.1, 0.0], [0.1, -0.1, -0.2]],
  "mulliken_charge": [0.9320, -0.5378, -0.5323, -1.0170, 0.1769, 0.4189, -0.3931, -0.0575, 0.3042, -0.7868, 0.4535, -0.4269, 0.2902, 0.3293, -0.8198, 0.1077, 0.3549, -0.5499, 0.3361, 0.2970, 0.2228, 0.3801, -0.6106, 0.2512, -0.0415, -0.2354, -0.2470, -0.6418, -0.4367, -0.4251, 0.5715, -0.3885, 0.1413, 0.2078, 0.3616, 0.3437, 0.3187, 0.3489],
  "largest_force_ev_per_a": 1.6,
  "relative_energy_kj_mol": 0.0,
  "e_lumo_ev": 2.66,
  "homo_energy_ha": -0.1571,
  "charge": -1
}